184
Properties=species:S:1:pos:R:3:mulliken_charge:R:1 method="wB97M-V/def2-TZVPD" e_lumo_ev=-11.01 homo_ev=-11.95 total_charge=+2
C -2.239 4.822 6.649 -0.977
N -1.302 4.956 5.544 0.349
C 0.018 5.136 5.675 -0.672
C 0.826 5.193 4.554 -0.369
C 0.303 5.040 3.287 0.876
C -1.102 4.747 3.152 -0.225
C -1.820 4.723 4.309 -1.272
C 1.087 5.458 2.113 0.863
C 0.373 6.078 1.074 -1.443
C 0.989 6.490 -0.098 0.215
N 2.299 6.382 -0.171 0.154
C 3.017 5.848 0.804 -0.414
C 2.454 5.233 1.901 -0.466
C 3.005 6.912 -1.338 -1.244
H -1.793 5.087 7.605 0.345
H -2.496 3.827 6.755 0.421
H -3.163 5.469 6.618 0.327
H 0.400 5.348 6.668 0.410
H 1.866 5.348 4.752 0.561
H -1.679 4.618 2.271 0.583
H -2.928 4.541 4.264 0.435
H -0.698 6.122 1.142 0.577
H 0.408 6.976 -0.969 0.398
H 4.074 5.758 0.519 0.450
H 3.031 4.758 2.715 0.473
H 2.238 7.156 -2.033 0.395
H 3.611 6.114 -1.719 0.491
H 3.649 7.729 -1.095 0.365
C -1.059 0.950 4.414 0.795
C -0.361 1.125 5.742 0.093
O -0.272 2.268 6.237 -0.633
N 0.063 0.046 6.442 -0.226
H 2.420 0.258 5.563 0.321
H 0.500 0.319 7.314 0.318
C 0.060 -1.372 6.052 -0.619
H -0.269 1.344 3.726 -0.453
H -1.900 1.619 4.351 -0.225
H -1.473 -0.053 4.109 0.256
H 1.032 -1.722 5.701 0.196
H -0.658 -1.426 5.222 0.185
H -0.417 -1.892 6.855 0.380
C 2.235 -2.940 -2.399 0.362
C 3.750 -2.780 -2.383 0.982
O 4.357 -2.861 -3.434 -0.741
N 4.300 -2.371 -1.258 0.457
H 3.733 -2.280 -0.410 -0.277
H 4.320 -10.307 0.827 0.277
C 5.745 -2.363 -1.145 -1.239
H 1.907 -3.835 -2.897 0.609
H 1.722 -2.065 -2.750 -0.941
H 1.946 -3.092 -1.389 -0.135
H 6.112 -1.291 -1.129 0.296
H 6.161 -2.785 -2.032 0.436
H 6.099 -2.886 -0.254 0.310
C 0.395 3.259 -0.560 -0.024
O 1.358 2.608 0.272 0.515
C 2.263 1.723 -0.394 -2.523
C 1.643 0.592 -1.122 1.775
N 0.895 -0.419 -0.304 1.517
H 0.271 -0.890 -0.991 0.246
H 1.531 -1.128 0.169 -0.704
C 0.143 0.080 0.923 0.001
C -0.455 -1.171 1.505 -0.344
O -0.758 -2.306 0.610 0.069
C -2.114 -2.639 0.593 -0.957
H 0.061 2.678 -1.427 -0.494
H 0.815 4.078 -1.063 0.042
H -0.434 3.651 -0.029 0.372
H 2.980 1.403 0.356 0.561
H 2.826 2.267 -1.115 0.696
H 2.463 0.138 -1.620 -0.449
H 0.785 0.859 -1.819 -0.361
H -0.447 0.944 0.652 0.414
H 0.823 0.592 1.600 -0.136
H -1.329 -0.827 2.057 0.168
H 0.268 -1.542 2.239 0.225
H -2.736 -1.799 0.933 -0.237
H -2.257 -3.444 1.319 0.215
H -2.440 -2.872 -0.377 0.542
C 4.466 0.295 -4.335 -0.605
O 3.370 0.191 -5.212 -0.478
C 2.551 -0.929 -4.884 0.358
C 1.249 -0.778 -5.654 -0.885
N 0.526 0.329 -5.045 1.953
H 0.273 0.006 -4.072 -0.865
H 1.199 1.095 -5.147 0.215
C -0.749 0.737 -5.664 -0.487
C -0.498 0.987 -7.110 -0.760
O -0.649 -0.032 -8.025 -0.364
C -0.474 0.489 -9.296 -0.804
H 4.262 0.568 -3.356 0.110
H 5.212 0.932 -4.869 0.311
H 4.895 -0.751 -4.283 0.304
H 2.190 -0.935 -3.869 -0.956
H 3.070 -1.830 -5.154 0.886
H 0.727 -1.734 -5.705 0.394
H 1.519 -0.496 -6.704 0.452
H -0.996 1.667 -5.173 0.313
H -1.521 0.037 -5.313 0.497
H 0.573 1.374 -7.203 0.311
H -1.266 1.771 -7.385 0.511
H -0.692 -0.248 -10.033 0.299
H 0.538 0.832 -9.495 0.328
H -1.176 1.289 -9.518 0.340
C -4.755 3.315 -2.715 -0.620
O -4.935 2.029 -2.077 -0.404
C -5.003 2.040 -0.624 0.119
C -5.793 0.812 -0.244 -1.377
N -5.004 -0.380 0.023 1.815
H -4.377 -0.425 -0.834 -0.181
H -4.460 -0.213 0.885 -0.484
C -5.851 -1.604 0.190 -0.785
C -6.134 -2.347 -1.082 -0.615
O -4.946 -2.932 -1.410 -0.257
C -4.868 -3.215 -2.826 -0.793
H -5.728 3.743 -3.050 0.268
H -4.117 3.192 -3.559 0.204
H -4.188 4.054 -2.029 0.171
H -5.548 2.960 -0.327 0.656
H -3.968 2.014 -0.114 -0.027
H -6.560 0.560 -1.046 0.529
H -6.412 0.974 0.641 0.546
H -6.759 -1.200 0.525 0.521
H -5.362 -2.268 0.893 0.361
H -6.414 -1.575 -1.784 0.530
H -6.952 -3.036 -0.837 0.376
H -5.876 -3.330 -3.174 0.452
H -4.320 -4.091 -2.951 0.247
H -4.327 -2.354 -3.283 0.175
C 2.788 -7.804 -2.418 -0.866
O 2.444 -7.035 -1.338 -0.133
C 1.778 -7.674 -0.264 -0.410
C 1.140 -6.622 0.560 -0.647
N 2.157 -5.953 1.398 0.831
H 3.007 -5.961 0.780 0.326
H 2.008 -4.953 1.600 -0.039
C 2.540 -6.689 2.633 -0.738
C 1.890 -6.496 3.953 -0.416
O 0.454 -6.554 3.704 -0.290
C -0.245 -6.032 4.880 -0.713
H 1.878 -8.136 -2.818 0.431
H 3.458 -8.652 -2.128 0.286
H 3.227 -7.147 -3.185 0.221
H 2.443 -8.360 0.365 0.063
H 0.925 -8.304 -0.630 0.495
H 0.410 -7.042 1.220 0.401
H 0.688 -5.875 -0.018 0.328
H 3.604 -6.489 2.693 0.381
H 2.385 -7.719 2.372 0.278
H 2.200 -5.525 4.571 0.318
H 2.008 -7.297 4.653 0.420
H 0.458 -5.557 5.596 0.338
H -0.778 -6.884 5.347 0.257
H -0.893 -5.290 4.532 0.233
O 3.575 0.943 2.713 -0.426
C 3.060 1.181 3.932 0.747
O 2.983 0.049 4.727 -0.660
O 2.713 2.253 4.306 -0.455
H 3.430 -0.022 2.397 0.220
O 3.107 -2.538 3.532 -0.499
C 2.935 -2.447 2.156 0.450
O 2.869 -1.285 1.638 -0.533
O 2.800 -3.534 1.564 -0.816
H 3.084 -1.666 3.951 0.356
O -2.132 1.019 -2.636 -0.201
C -1.706 -0.237 -2.192 -0.226
O -2.402 -0.870 -1.372 0.210
O -0.663 -0.677 -2.750 -1.318
H -2.894 1.276 -2.054 -0.052
O 1.573 3.690 -5.155 -0.440
C 1.611 3.717 -3.797 0.259
O 1.744 4.872 -3.262 -0.610
O 1.553 2.550 -3.394 0.045
H 1.392 4.603 -5.429 0.311
O -4.141 1.212 4.070 -0.457
C -4.472 0.584 2.880 0.198
O -5.665 0.566 2.662 -0.718
O -3.494 0.073 2.238 -0.775
H -4.954 1.683 4.280 0.293
O -3.090 7.041 0.210 -0.538
C -2.776 5.643 0.233 0.763
O -3.352 4.921 1.054 -0.616
O -1.808 5.388 -0.507 -0.511
H -3.830 7.161 0.826 0.325